This record from the Open Molecules 2025 dataset describes 3 unconnected molecules or ions with the total composition C38H52ClF11N3O7S. The level of theory is ωB97M-V with the def2-TZVPD basis set.

```
113
Properties=species:S:1:pos:R:3:forces:R:3
C -4.187521 -2.985368 7.114601 -0.053 -0.196 0.002
O -3.077939 -2.239731 6.652326 0.057 0.091 0.088
C -3.410447 -1.180582 5.792184 0.024 0.065 0.226
C -2.198181 -0.265392 5.672524 0.089 -0.334 -0.988
C -1.390348 -0.517049 4.369257 -0.699 -0.029 0.665
C -2.091493 0.229452 3.251563 0.012 -0.100 0.399
N -1.556724 0.161969 1.839080 -0.284 -0.054 -0.074
C -2.097114 1.345822 1.065450 -0.424 0.222 -0.131
C -3.630185 1.505903 1.099831 0.186 0.288 -0.394
C -3.998306 2.960969 1.413479 -0.352 -0.540 0.416
C -3.753147 3.321677 2.873217 0.027 0.785 -0.453
C -4.063547 4.807354 3.139859 0.836 -0.800 -0.292
S -3.013337 5.360899 4.469033 -0.543 0.230 0.692
O -3.305159 6.705105 4.825642 0.096 0.047 -0.270
O -2.965315 4.344658 5.470271 0.128 -0.168 -0.113
Cl -1.181421 5.348965 3.532017 0.028 -0.012 -0.076
C -1.613091 1.374953 -0.369858 0.296 0.421 0.406
N -0.161111 1.456560 -0.356867 0.040 -0.647 -0.516
C 0.371645 1.695762 -1.673781 0.070 0.174 0.142
C 0.939526 0.706709 -2.460252 0.036 0.537 -0.366
C 1.441173 1.073925 -3.704645 -0.234 0.234 0.391
C 1.328591 2.398742 -4.108502 0.111 -0.321 -0.081
N 0.765908 3.356971 -3.370090 0.035 -0.272 0.119
C 0.317512 2.995820 -2.176895 -0.086 -0.117 0.114
C 0.291587 0.196431 0.205389 -1.008 -0.162 -0.197
C -0.049305 0.013170 1.693228 1.373 0.146 -0.648
C 0.326587 -1.459534 1.966137 -0.137 -0.035 0.545
C 1.796828 -1.734198 2.240553 -0.037 -0.779 -0.333
C 1.977697 -3.240774 2.505399 -0.186 0.962 0.365
C 3.416370 -3.600131 2.761054 -0.350 -0.064 0.218
F 3.506387 -4.928046 2.965533 0.034 -0.371 -0.005
F 4.180697 -3.290978 1.698601 0.313 0.031 -0.377
C 4.041618 -2.901998 4.013714 0.119 -0.435 -0.445
F 3.102556 -2.545542 4.881285 -0.648 0.187 0.493
F 4.875467 -3.707087 4.633624 0.452 -0.405 0.234
F 4.701158 -1.815534 3.653287 0.227 0.731 -0.226
C 0.701498 1.068164 2.557540 -0.140 -0.004 0.272
C 1.826386 1.854230 1.919198 0.127 0.783 -0.452
C 3.139533 1.396465 1.804740 0.010 0.405 -0.156
C 4.131633 2.194289 1.217550 -0.610 0.089 0.072
C 3.834665 3.474592 0.744060 -0.234 -0.745 0.359
C 2.534296 3.957786 0.880598 0.108 -0.527 0.169
C 1.549657 3.152964 1.455386 0.555 -0.037 -0.064
H -4.322640 -3.898183 6.535797 0.024 -0.093 -0.138
H -5.116498 -2.418123 7.066793 -0.042 0.179 0.011
H -4.004869 -3.254804 8.149405 0.063 -0.058 0.108
H -3.712944 -1.575796 4.813085 -0.093 0.002 -0.158
H -4.257762 -0.622921 6.196063 -0.145 0.015 0.060
H -1.534179 -0.488539 6.498076 -0.066 0.230 0.335
H -2.520748 0.772779 5.686001 0.131 0.209 0.312
H -0.372581 -0.200925 4.550844 0.187 -0.056 -0.261
H -1.446525 -1.587585 4.197632 0.276 -0.157 0.006
H -2.180079 1.277723 3.513652 0.230 0.151 -0.054
H -3.107262 -0.149388 3.221219 -0.135 -0.043 -0.201
H -1.948264 -0.673878 1.400117 0.014 -0.085 0.007
H -1.642232 2.213469 1.534870 0.140 0.004 0.246
H -4.002024 1.310335 0.095909 -0.033 -0.262 -0.108
H -4.162926 0.821111 1.752070 0.076 -0.046 0.197
H -5.049037 3.090644 1.164172 -0.103 0.183 -0.087
H -3.412523 3.618448 0.773272 0.009 0.153 -0.134
H -2.685542 3.217986 3.051373 0.063 -0.284 0.269
H -4.312002 2.690943 3.554664 -0.004 -0.168 0.134
H -3.753049 5.377868 2.269963 -0.273 0.381 -0.013
H -5.091116 4.995718 3.421643 -0.142 0.224 0.113
H -1.991707 0.529561 -0.961378 -0.017 -0.168 0.001
H -2.026781 2.284479 -0.796611 -0.052 0.097 -0.160
H 1.001201 -0.317486 -2.154201 0.002 -0.174 0.171
H 1.900250 0.327380 -4.328067 0.089 -0.004 -0.233
H 1.717708 2.687738 -5.073578 0.009 0.146 -0.107
H -0.124144 3.766286 -1.556354 -0.003 0.159 0.036
H -0.239833 -0.616614 -0.319046 0.120 -0.163 -0.094
H 1.344719 0.014563 0.043046 0.285 0.263 0.162
H 0.064255 -2.053005 1.091133 -0.204 -0.031 -0.163
H -0.249798 -1.876120 2.789186 0.034 0.099 -0.021
H 2.380482 -1.494701 1.356743 0.251 0.311 0.014
H 2.170957 -1.200440 3.104633 0.012 0.334 0.013
H 1.589746 -3.816520 1.672162 0.132 -0.277 -0.099
H 1.426758 -3.481102 3.410853 -0.160 -0.313 0.008
H 1.078721 0.594577 3.457943 0.074 -0.133 0.059
H -0.017409 1.802564 2.917826 -0.107 0.091 0.026
H 3.420700 0.426996 2.185149 0.024 -0.120 0.039
H 5.130613 1.795255 1.146370 0.156 0.034 -0.043
H 4.615284 4.062509 0.290932 0.031 0.181 -0.055
H 2.301401 4.955079 0.542615 -0.131 0.099 -0.034
H 0.550155 3.555508 1.540747 -0.142 -0.032 0.060
C -0.944866 2.492248 -9.495322 0.057 -0.048 0.248
C -0.475905 1.184132 -10.092198 -0.200 0.294 -0.339
O 0.357359 0.457866 -9.162509 0.079 -0.109 0.038
C -0.274280 -0.258531 -8.250431 -0.038 0.161 -0.231
O -1.454118 -0.374664 -8.105034 -0.043 -0.060 0.110
C 0.755316 -0.994716 -7.374703 0.118 -0.062 0.149
F 1.762418 -0.186805 -7.014719 -0.026 -0.008 0.020
F 1.275501 -2.031261 -8.041582 -0.011 0.005 -0.018
F 0.182014 -1.457212 -6.266335 -0.028 0.002 -0.023
H -0.093408 3.087904 -9.165430 0.013 0.026 -0.086
H -1.504253 3.061173 -10.236391 0.005 -0.008 -0.031
H -1.588933 2.321737 -8.632985 -0.053 -0.029 -0.052
H 0.153795 1.358531 -10.961160 0.124 -0.064 0.079
H -1.311271 0.557997 -10.400952 -0.002 -0.077 0.136
C 3.494705 -6.783331 -4.079603 0.011 0.154 0.224
C 2.659932 -5.838217 -4.914117 0.140 -0.427 -0.263
O 2.052150 -4.815039 -4.090821 -0.086 0.122 0.032
C 2.816220 -3.781389 -3.793647 -0.017 -0.255 -0.163
O 3.947244 -3.586857 -4.118467 0.076 0.128 0.051
C 2.004677 -2.772217 -2.964285 -0.122 0.150 0.286
F 1.286730 -3.368188 -1.996436 0.025 -0.014 -0.038
F 1.146616 -2.101803 -3.746737 0.064 -0.129 -0.014
F 2.802359 -1.881346 -2.372536 0.063 -0.065 -0.079
H 2.895927 -7.214899 -3.277148 -0.033 -0.060 -0.062
H 3.878509 -7.589591 -4.702473 -0.014 -0.005 -0.030
H 4.339921 -6.266160 -3.626292 0.031 0.004 -0.076
H 1.826558 -6.360734 -5.377045 -0.105 0.092 0.090
H 3.245324 -5.370375 -5.703683 0.029 0.134 0.089
```
Forces are in eV/Å.

- Gap between HOMO and LUMO: 8.806 eV
- Charge: +1
- LUMO level: -2.5 eV

This record from the Open Molecules 2025 dataset describes a molecular structure, C38H52ClGaNO3. The level of theory is ωB97M-V with the def2-TZVPD basis set.

```
96
Properties=species:S:1:pos:R:3:forces:R:3
C -3.187329 -6.665561 4.760640 2.177 3.015 -1.352
C -2.296548 -5.563578 4.274105 -2.000 -3.306 1.975
C -1.013493 -5.113450 5.190064 -0.736 -1.783 -0.364
Ga -0.868111 -3.042771 5.479773 0.056 0.418 -0.437
C -0.055771 -2.068864 3.799573 0.874 0.864 0.046
C -0.617932 -0.530221 3.865538 -0.585 -0.345 -0.382
C -0.240453 0.386511 2.549490 -0.753 0.161 0.707
C 1.362309 0.702826 2.376855 -0.305 -0.322 -0.445
C 1.553106 2.194125 1.714885 -0.196 0.396 -0.075
C 1.967499 2.106320 0.113578 0.551 0.286 1.029
C 3.537764 2.592420 0.011689 0.314 -0.607 -0.686
C 4.409281 1.592462 -0.988787 0.030 1.762 0.721
C 4.148961 2.061316 -2.541461 0.174 -2.115 -0.923
C 3.885432 0.660202 -3.403337 0.663 -0.578 0.445
C 2.333251 0.136774 -3.322163 0.776 -0.298 -0.078
C 2.010482 -1.155869 -4.308015 -1.195 0.744 0.207
N 2.919466 -2.341127 -4.055617 1.518 -3.764 1.272
C 4.369508 -2.540961 -4.440649 -0.964 -2.578 1.785
C 4.966267 -3.976604 -3.918067 -5.779 3.354 0.170
C 3.657631 -4.636026 -3.182678 -0.010 4.513 -1.966
C 2.400178 -3.539001 -3.291091 4.988 -1.993 -0.706
C -2.698245 -2.185084 6.047125 -1.137 -0.076 0.021
C -3.975046 -2.725798 5.171428 -1.539 0.972 2.582
C -5.292452 -1.815500 5.654309 0.618 -0.164 0.078
Cl -3.813191 -2.489859 3.335736 0.019 -0.230 1.143
O 0.345685 -2.604249 6.924376 0.670 -2.736 0.262
C 1.118587 -3.790842 7.323036 0.985 1.451 0.222
C 2.351111 -4.067714 6.243320 -0.124 -0.319 1.007
H -4.215643 -6.933440 4.222767 2.535 0.549 1.222
H -2.845028 -7.239525 5.729061 -0.976 1.260 -2.043
H -2.577166 -5.051414 3.247928 0.748 -0.938 2.376
H -1.137977 -5.625524 6.260679 0.156 0.817 -2.354
H -0.029292 -5.558433 4.709455 -1.901 0.913 0.852
H -0.263881 -2.634678 2.796627 0.179 1.313 1.597
H 1.123603 -2.038519 3.944480 -2.285 -0.066 -0.363
H -1.806764 -0.568795 3.938850 2.537 0.131 -0.313
H -0.271558 -0.034347 4.893369 -0.474 -0.915 -2.310
H -0.722033 -0.146088 1.596113 1.307 1.023 1.927
H -0.834424 1.415856 2.645434 1.352 -2.013 -0.147
H 1.818235 -0.122868 1.650358 -0.853 1.822 1.502
H 1.981487 0.590381 3.391024 -1.689 0.368 -2.069
H 2.366906 2.771662 2.361237 -1.598 -1.112 -1.681
H 0.575272 2.866445 1.766606 1.868 -1.693 0.226
H 1.304564 2.796109 -0.572021 1.235 -1.284 1.446
H 1.789436 0.995123 -0.232194 0.596 2.191 0.590
H 3.526693 3.710048 -0.391301 0.310 -2.382 0.767
H 4.112400 2.591608 1.040322 -1.570 -0.037 -1.863
H 4.143528 0.468445 -0.768512 0.285 2.257 -0.607
H 5.540252 1.729737 -0.659833 -2.212 -0.318 -1.036
H 3.181135 2.710652 -2.692629 2.100 -0.938 0.560
H 5.118868 2.541136 -3.034302 -2.245 -0.686 1.280
H 4.556124 -0.159611 -2.858350 -1.362 1.637 -1.412
H 4.292285 0.744098 -4.517527 -1.127 -0.079 2.217
H 1.638399 1.046276 -3.598990 1.097 -1.963 0.596
H 2.141903 -0.250109 -2.214822 0.240 1.051 -2.333
H 0.912732 -1.515114 -4.016533 2.448 0.642 -0.672
H 1.939515 -0.850867 -5.459043 0.591 -0.722 2.515
H 4.863730 -1.643694 -5.006896 -0.990 -2.134 1.251
H 6.067102 -4.347117 -4.066224 -2.622 0.810 0.349
H 3.681957 -5.685709 -2.665693 -0.373 2.434 -1.082
H 1.321372 -3.730998 -2.817206 2.713 0.984 -1.458
H -2.949895 -2.409073 7.192415 0.438 0.379 -2.440
H -2.648296 -1.021300 5.935448 -0.237 -2.040 0.216
H -4.272868 -3.846860 5.383061 1.054 2.214 -0.705
H -6.300905 -2.282641 5.287812 1.839 1.003 0.542
H -5.279096 -1.820200 6.844176 -0.073 0.077 -2.581
H -5.151946 -0.699845 5.257591 -0.411 -2.487 0.901
H 0.455771 -4.732627 7.531083 1.245 1.509 -0.667
H 1.659543 -3.540566 8.357106 -1.077 -0.492 -1.971
H 1.927804 -4.507463 5.231774 1.068 1.014 2.045
H 3.081479 -4.832278 6.781374 -1.403 1.288 -1.362
H 2.978810 -3.070906 6.086883 -1.611 -2.071 0.183
C -3.218335 6.675757 -7.988444 -0.050 -0.286 0.236
C -2.122901 7.343628 -7.441652 0.092 -0.231 0.303
C -1.500912 6.843938 -6.296355 -0.135 0.148 -0.290
C -1.983504 5.678655 -5.688332 -0.094 0.448 -0.493
C -3.093832 5.024688 -6.220902 -0.008 0.465 -0.489
C -3.705810 5.517919 -7.380606 0.118 0.280 -0.130
C -3.641827 3.822846 -5.559577 -1.127 -0.759 -0.447
O -4.614986 3.245743 -6.028766 0.542 0.361 0.215
C -3.005885 3.332083 -4.320702 -0.032 -0.405 0.464
C -3.550140 2.228069 -3.651536 0.143 -0.123 0.276
C -2.947066 1.749242 -2.486485 -0.096 0.193 -0.344
C -1.796641 2.363793 -1.992799 0.092 0.254 -0.206
C -1.255548 3.467210 -2.654262 -0.137 -0.244 0.128
C -1.867447 3.958105 -3.815268 0.070 -0.383 0.462
C -1.308253 5.147509 -4.487558 1.238 0.581 0.648
O -0.299880 5.691048 -4.051732 -0.616 -0.296 -0.312
H -3.697428 7.060015 -8.886296 0.075 -0.087 0.167
H -1.750870 8.253102 -7.908161 -0.049 -0.171 0.095
H -0.642973 7.367749 -5.878071 -0.194 -0.274 0.023
H -4.564684 5.005005 -7.809902 0.213 0.007 0.254
H -4.446294 1.740542 -4.032102 0.236 0.233 -0.048
H -3.374353 0.895101 -1.965582 0.079 0.167 -0.104
H -1.322484 1.986554 -1.089316 -0.065 0.074 -0.145
H -0.360025 3.944854 -2.260208 -0.230 0.008 -0.214
```
Forces are in eV/Å.

- Gap between HOMO and LUMO: 4.772 eV
- Charge: -1
- LUMO level: 0.1 eV

Q: Which formula does entry 2 have?
A: C38H52ClGaNO3